No. 1
Below is C5H26BeO8 as an isolated structure in a non-equilibrium geometry, with properties calculated with wB97M-V/def2-TZVPD.

**LUMO**: -0.2442 Ha
**Total charge**: +2
**Frontier orbital gap**: 10.17 eV

Each line ends with the Löwdin charge.
Element x y z (Å)
O  14.779  -20.179  -5.775  -0.105
O  11.687  -21.682  -4.991  -0.012
O  11.356  -19.243  -5.514  -0.111
O  12.864  -18.922  -6.580  -0.080
O  13.492  -18.786  -4.386  0.009
O  12.665  -20.981  -7.219  0.009
O  13.114  -20.678  -3.467  0.012
O  14.061  -21.881  -5.112  -0.018
C  15.614  -18.199  -6.818  -0.002
C  9.591  -20.340  -4.296  -0.026
C  10.010  -19.142  -5.192  -0.198
C  15.512  -19.734  -6.899  -0.404
C  14.955  -20.243  -8.152  -0.025
Be  12.944  -20.346  -5.345  0.167
H  15.467  -19.852  -9.032  0.129
H  13.883  -22.562  -5.761  0.113
H  9.780  -21.303  -4.770  0.053
H  13.896  -20.143  -8.392  0.057
H  8.535  -20.295  -4.032  0.106
H  15.117  -21.321  -8.129  0.114
H  14.608  -17.841  -7.033  0.068
H  12.370  -18.103  -6.556  0.129
H  15.760  -17.800  -5.814  0.088
H  14.095  -18.661  -3.654  0.118
H  11.738  -21.946  -4.073  0.093
H  13.029  -21.813  -7.521  0.110
H  9.432  -19.210  -6.113  0.133
H  9.815  -18.164  -4.753  0.137
H  13.512  -17.954  -4.858  0.108
H  16.371  -17.773  -7.477  0.107
H  10.332  -20.474  -3.508  0.075
H  16.531  -20.119  -6.896  0.165
H  13.516  -20.087  -2.830  0.120
H  10.999  -22.235  -5.362  0.121
H  12.975  -19.108  -7.512  0.094
H  15.449  -20.422  -5.132  0.144
H  13.227  -21.551  -3.090  0.117
H  14.751  -22.250  -4.560  0.131
H  11.541  -18.493  -6.084  0.061
H  12.541  -20.470  -8.019  0.091

---

No. 2
Below is a 7-piece molecular cluster, C5H26N2O6 overall in a non-equilibrium geometry, with properties calculated with wB97M-V/def2-TZVPD.

**LUMO**: 0.0084 Ha
**SMILES**: CNCC[C@H](C)N.O.O.O.O.O.O
**Frontier orbital gap**: 9.18 eV

Each line ends with the Löwdin charge.
Element x y z (Å)
O  1.334  -2.101  1.538  -0.071
O  1.189  1.890  3.751  -0.063
O  1.367  -3.755  -0.378  -0.056
O  2.300  1.422  1.238  -0.091
O  2.134  -0.006  -1.237  -0.063
O  0.647  -2.203  -2.341  -0.083
N  -1.065  -1.351  0.364  -0.145
N  -0.895  2.961  0.664  0.042
C  -0.864  0.889  -0.643  -0.182
C  -1.275  2.371  -0.676  -0.439
C  -1.998  -2.461  0.196  -0.112
C  -0.721  3.068  -1.864  -0.105
C  -1.617  0.009  0.306  -0.215
H  -0.282  -2.350  -2.546  0.042
H  -1.095  3.943  0.612  0.064
H  0.899  -2.912  -1.695  -0.006
H  -0.874  2.616  -2.846  0.073
H  1.463  0.476  -1.743  0.033
H  -2.772  -2.240  -0.522  0.064
H  -1.435  -3.354  -0.109  0.080
H  2.251  0.470  1.488  0.037
H  0.731  2.656  3.397  0.026
H  0.204  0.932  -0.263  0.101
H  1.293  1.315  2.981  -0.012
H  -1.089  4.093  -1.944  0.072
H  -0.717  0.450  -1.634  0.114
H  2.302  -3.976  -0.311  0.077
H  1.792  -2.218  2.372  0.061
H  -1.583  0.474  1.303  0.118
H  1.670  -0.841  -1.080  0.005
H  0.364  -2.026  1.536  0.025
H  1.065  -3.687  0.532  0.028
H  -2.575  -2.615  1.115  0.083
H  2.829  1.114  0.470  0.042
H  0.402  3.161  -1.969  0.097
H  -0.032  2.514  0.928  0.037
H  -0.326  -1.375  -0.329  0.052
H  -2.328  2.731  -0.654  0.139
H  -2.694  -0.086  -0.008  0.128

---

No. 3
Below is a 8-piece molecular cluster, C5H26N2O8 overall in a non-equilibrium geometry, with properties calculated with wB97M-V/def2-TZVPD.

**LUMO**: 0.0111 Ha
**SMILES**: CC(=O)NCCCN.O.O.O.O.O.O.O
**Frontier orbital gap**: 10.49 eV

Each line ends with the Löwdin charge.
Element x y z (Å)
O  1.895  -3.311  1.225  -0.078
O  -1.203  2.897  1.883  -0.080
O  -2.986  0.548  -2.617  -0.062
O  -0.674  -2.304  -1.592  -0.001
O  0.003  3.145  -2.130  -0.067
O  -2.016  2.115  -0.570  -0.071
O  1.783  1.270  -2.715  -0.083
O  2.002  -2.742  -1.448  -0.063
N  1.330  1.920  0.915  0.013
N  -0.485  -0.817  0.056  0.080
C  0.904  -0.281  2.076  -0.179
C  -1.847  -2.866  0.405  0.008
C  -0.504  -0.463  1.478  -0.178
C  1.891  0.595  1.289  -0.239
C  -0.961  -2.005  -0.424  -0.505
H  -1.090  0.474  1.615  0.094
H  -1.643  1.229  -0.471  0.030
H  1.238  0.552  -3.069  0.029
H  -1.025  -1.213  2.089  0.115
H  -0.083  4.101  -2.205  0.068
H  -2.221  -3.711  -0.184  0.098
H  -0.283  2.573  1.757  0.008
H  1.048  -2.855  -1.642  0.022
H  -2.058  0.367  -2.810  0.023
H  0.897  1.933  0.008  0.039
H  2.283  0.036  0.429  0.102
H  1.386  -1.228  2.306  0.085
H  -1.272  -3.254  1.270  0.096
H  0.803  0.119  3.105  0.117
H  -1.947  2.546  0.305  0.033
H  -2.954  1.296  -1.998  -0.001
H  1.218  2.054  -2.631  -0.030
H  2.292  -4.180  1.301  0.034
H  -1.463  2.645  2.773  0.058
H  -0.764  2.849  -1.585  0.016
H  2.208  -1.833  -1.713  0.053
H  1.956  -3.006  0.298  -0.013
H  2.759  0.768  1.950  0.121
H  -2.684  -2.292  0.811  0.093
H  2.049  2.646  0.941  0.096
H  0.218  -0.318  -0.478  0.121

---

No. 4
Below is C5H26NO11 as an isolated structure in a non-equilibrium geometry, with properties calculated with wB97M-V/def2-TZVPD.

**LUMO (spin up / spin down)**: -0.0277 / -0.1551 Ha
**2S+1**: 2
**Frontier orbital gap (spin up / spin down)**: 8.96 / 5.50 eV

Each line ends with the Löwdin charge.
Element x y z (Å)
O  -0.526  2.133  2.106  -0.048
O  1.140  2.488  0.180  -0.199
O  0.412  -0.221  -2.937  -0.142
O  -3.171  -1.405  3.121  0.139
O  2.302  -2.017  -1.401  -0.090
O  -0.553  4.130  -0.539  -0.019
O  2.618  2.717  2.351  -0.041
O  -1.379  0.797  -1.135  -0.059
O  -2.212  -0.178  -3.968  -0.068
O  -1.617  0.022  3.954  0.042
O  1.911  0.538  -1.083  -0.198
N  0.102  -2.783  -1.750  0.187
C  -2.137  -0.844  2.931  -0.459
C  -0.646  -2.545  1.945  -0.136
C  -0.454  -3.097  0.561  0.033
C  -1.082  -1.055  1.845  -0.127
C  -0.200  -2.258  -0.505  -0.090
H  1.356  3.243  -0.250  -0.027
H  2.818  0.508  -1.143  -0.008
H  -2.299  0.649  -3.477  0.023
H  -0.927  1.671  -1.140  0.048
H  -1.110  1.509  1.757  -0.032
H  0.467  -2.143  -2.518  0.123
H  -0.987  4.300  -1.325  0.002
H  1.562  1.555  -0.433  0.030
H  0.003  2.188  1.286  -0.024
H  -0.066  -1.236  -0.568  0.073
H  -0.449  -4.180  0.440  0.133
H  1.092  -0.095  -2.170  -0.005
H  -1.385  -0.473  -3.601  -0.038
H  0.480  -2.383  2.351  0.187
H  -1.234  4.466  0.086  0.084
H  -0.935  0.706  3.836  0.089
H  2.369  -1.129  -0.991  0.018
H  -1.692  -0.848  0.901  0.138
H  2.366  -2.703  -0.688  0.086
H  0.958  -0.002  -3.711  0.091
H  -0.667  0.222  -1.470  -0.021
H  -1.306  -3.187  2.635  0.155
H  2.180  2.027  2.812  -0.002
H  -0.174  -0.459  1.896  0.114
H  2.186  2.768  1.534  -0.068
H  0.887  -3.396  -1.725  0.102

---

No. 5
Below is a 8-piece molecular cluster, C5H27N2O7S overall in a non-equilibrium geometry, with properties calculated with wB97M-V/def2-TZVPD.

**LUMO**: 0.1087 Ha
**Total charge**: -1
**Frontier orbital gap**: 7.27 eV

Each line ends with the Löwdin charge.
Element x y z (Å)
S  -1.271  3.028  0.525  0.385
O  4.621  -1.380  1.912  -0.101
O  -2.676  -1.765  -0.256  -0.088
O  1.298  2.566  -0.837  -0.184
O  -5.145  -2.510  0.373  -0.106
O  -0.727  1.944  -2.462  -0.135
O  -1.925  -0.442  -2.536  -0.096
O  -0.973  -3.048  -2.294  -0.100
N  -0.152  -0.224  2.205  -0.075
N  2.955  0.281  0.144  -0.162
C  -1.735  1.292  0.925  -0.641
C  1.645  -0.267  0.497  -0.241
C  -1.196  0.829  2.294  -0.317
C  3.397  -0.223  -1.147  -0.140
C  1.177  0.319  1.829  -0.210
H  -2.469  -1.141  -0.996  0.026
H  -1.348  2.451  -1.914  -0.022
H  4.187  -0.625  1.458  -0.003
H  -1.339  0.648  0.132  0.022
H  0.133  2.038  -1.956  0.007
H  1.741  -1.358  0.579  0.116
H  -1.099  -2.133  -2.611  -0.010
H  -1.521  -3.073  -1.495  0.002
H  -2.589  -0.248  -3.212  0.075
H  4.431  0.094  -1.345  0.075
H  -4.208  -2.319  0.120  -0.022
H  1.610  3.459  -1.012  0.051
H  0.563  2.647  -0.114  -0.099
H  4.168  -2.160  1.572  0.020
H  -2.819  1.222  0.897  0.038
H  -0.065  -0.691  3.101  0.092
H  -2.042  0.408  2.849  0.098
H  -0.842  1.662  2.889  0.076
H  1.948  0.047  2.578  0.116
H  2.793  0.107  -2.005  0.076
H  0.917  -0.055  -0.307  0.106
H  3.425  -1.324  -1.141  0.080
H  2.891  1.296  0.105  0.086
H  1.133  1.402  1.778  0.093
H  -1.330  0.374  -2.506  0.035
H  -5.400  -1.746  0.892  0.010
H  -2.162  -1.381  0.495  0.068

---

No. 6
Below is a 8-piece molecular cluster, C5H27N2O7S overall in a non-equilibrium geometry, with properties calculated with wB97M-V/def2-TZVPD.

**LUMO (spin up / spin down)**: 0.0013 / -0.1256 Ha
**2S+1**: 2
**Frontier orbital gap (spin up / spin down)**: 9.49 / 6.03 eV

Each line ends with the Löwdin charge.
Element x y z (Å)
S  -1.699  2.184  -1.052  0.795
O  0.483  3.066  2.968  -0.071
O  2.577  -0.958  3.262  -0.081
O  -4.216  1.480  -2.399  -0.095
O  -2.413  -1.664  -1.662  -0.079
O  3.476  1.044  1.779  -0.066
O  -3.524  -0.306  0.480  -0.077
O  -1.195  0.987  2.168  -0.054
N  2.168  1.502  -0.947  0.036
N  0.252  -1.335  0.085  -0.059
C  1.119  -2.547  0.339  -0.264
C  0.800  0.948  -0.798  -0.413
C  0.660  -3.716  -0.513  -0.086
C  0.696  -0.550  -1.087  -0.184
C  -0.101  1.676  -1.842  -0.461
H  -0.429  -3.800  -0.432  0.077
H  1.263  -4.610  -0.356  0.072
H  0.224  2.667  -2.136  0.041
H  -0.710  0.427  1.553  0.002
H  -2.895  -1.196  -0.933  -0.002
H  -0.075  -0.771  -1.835  0.097
H  -1.824  1.528  1.707  -0.002
H  0.852  -3.517  -1.583  0.075
H  2.114  2.501  -1.096  0.081
H  0.581  2.108  3.034  0.012
H  -0.164  3.121  2.243  0.017
H  1.014  -2.691  1.405  0.093
H  -0.697  -1.667  0.046  0.070
H  -0.327  1.108  -2.739  0.081
H  -3.691  2.108  -2.928  0.027
H  0.526  1.164  0.238  0.093
H  2.589  1.049  -1.753  0.087
H  -3.006  0.370  0.007  -0.065
H  1.815  -0.768  2.693  0.005
H  3.317  1.187  0.823  0.023
H  3.081  1.815  2.185  0.040
H  1.622  -0.996  -1.470  0.125
H  2.176  -2.296  0.249  0.111
H  3.220  -0.322  2.936  -0.018
H  -3.724  1.375  -1.574  -0.094
H  -3.049  -0.440  1.334  0.071
H  -2.888  -1.264  -2.401  0.039